[1]
This record from OMol25 describes an isolated molecule of C18H18N4O3S2 at a distorted geometry. The level of theory is ωB97M-V/def2-TZVPD.

The geometry in XYZ format:
```
45
C18H18N4O3S2, DFT ωB97M-V/def2-TZVPD
C -4.659 -2.732 -0.902
C -4.378 -1.237 -1.018
O -3.652 -0.732 0.085
C -2.313 -0.951 0.172
C -1.702 -0.471 1.332
C -0.342 -0.577 1.513
C 0.448 -1.189 0.542
N 1.860 -1.240 0.701
C 2.491 -1.249 1.930
O 1.961 -1.423 2.995
C 3.974 -1.014 1.708
C 4.161 -1.116 0.208
S 5.175 0.206 -0.529
C 3.932 1.451 -0.685
N 4.326 2.636 -1.237
N 2.808 1.171 -0.171
N 1.628 1.733 -0.407
C 0.881 2.153 0.540
C -0.489 2.459 0.273
C -1.199 2.253 -0.883
C -2.556 2.593 -0.758
C -2.870 3.054 0.484
S -1.512 3.082 1.529
C 2.745 -1.119 -0.371
O 2.470 -1.202 -1.537
C -0.157 -1.703 -0.594
C -1.523 -1.579 -0.784
H -3.733 -3.302 -0.885
H -5.261 -3.059 -1.746
H -5.202 -2.934 0.018
H -5.320 -0.681 -0.998
H -3.862 -1.007 -1.958
H -2.320 0.004 2.078
H 0.103 -0.187 2.413
H 4.566 -1.728 2.278
H 4.211 -0.013 2.076
H 4.663 -2.038 -0.094
H 5.186 2.633 -1.761
H 3.583 3.210 -1.609
H 1.231 2.275 1.568
H -0.743 1.855 -1.770
H -3.275 2.498 -1.552
H -3.823 3.379 0.851
H 0.435 -2.186 -1.352
H -1.948 -1.977 -1.691
```

Values from the calculation:
E_HOMO	-7.8	eV
multiplicity	1
energy above the lowest of the compared OMol25 structures with the same formula, charge and spin	35.11	kcal/mol
strongest force on any atom	1.52	eV/A
electronic energy	-1937.82351	hartree
SMILES string	CCOc1ccc(N2C(=O)C[C@H](S/C(N)=N/N=C/c3cccs3)C2=O)cc1
total charge	0
LUMO energy	0.3	eV

=====

[2]
This record from OMol25 describes C18H19Br4N3O3ReS as an isolated structure at a distorted geometry. The level of theory is ωB97M-V/def2-TZVPD.

The geometry in XYZ format:
```
49
C18H19Br4N3O3ReS, DFT ωB97M-V/def2-TZVPD
Re -0.661 -0.611 0.020
Br -4.011 -5.278 4.172
C -3.303 -3.581 3.484
C -2.402 -2.847 4.288
Br -2.721 -2.719 6.144
C -1.286 -2.182 3.814
Br 0.034 -1.382 4.882
C -1.294 -1.964 2.458
O -0.200 -1.568 1.716
C -2.421 -2.298 1.647
O -2.511 -1.687 0.447
C -3.304 -3.265 2.135
Br -4.638 -4.029 0.955
O -0.618 -2.589 -0.957
C 0.526 -3.309 -1.477
C 0.891 -2.734 -2.834
C 1.102 -1.248 -2.910
C 1.770 -0.699 -1.733
C 3.170 -0.541 -1.829
C 3.950 0.061 -0.830
C 3.305 0.498 0.298
C 1.946 0.306 0.417
N 1.203 -0.377 -0.490
H -1.352 -3.032 -0.483
H 0.186 -4.333 -1.697
H 1.322 -3.204 -0.742
H 0.058 -3.095 -3.483
H 1.741 -3.267 -3.238
H 0.140 -0.735 -3.160
H 1.718 -1.054 -3.816
H 3.590 -0.901 -2.774
H 5.056 0.198 -1.041
H 3.699 1.173 1.018
H 1.401 0.726 1.243
S -1.544 1.047 -0.937
C -0.825 2.649 -0.675
N -1.123 3.209 0.506
C -0.535 4.481 0.965
C -0.471 5.449 -0.262
C 0.366 4.715 -1.352
N -0.055 3.258 -1.561
H -1.763 2.690 1.074
H 0.456 4.406 1.416
H -1.175 4.852 1.752
H -0.003 6.365 0.046
H -1.426 5.701 -0.722
H 1.480 4.702 -1.102
H 0.369 5.258 -2.323
H 0.162 2.781 -2.470
```

Values from the calculation:
E_HOMO (alpha / beta)	-13.7 / -13.6	eV
multiplicity	4
energy above the lowest of the compared OMol25 structures with the same formula, charge and spin	32.36	kcal/mol
strongest force on any atom	3.93	eV/A
electronic energy	-11859.18190	hartree
<S²>	3.7818
total charge	+2
LUMO energy (alpha / beta)	-6.8 / -8.3	eV

=====

[3]
This record from OMol25 describes an isolated molecule of C18H19BrN2O4S2 at a distorted geometry. The level of theory is ωB97M-V/def2-TZVPD.

The geometry in XYZ format:
```
46
C18H19BrN2O4S2, DFT ωB97M-V/def2-TZVPD
C 4.118 -1.275 2.577
S 2.335 -1.389 2.260
C 2.385 -2.306 0.678
C 1.011 -2.295 0.031
C 0.653 -0.978 -0.682
N -0.780 -0.949 -0.812
C -1.359 -0.036 -1.476
N -2.723 0.016 -1.445
S -3.626 -0.776 -0.240
O -3.658 -2.180 -0.488
O -4.864 -0.054 -0.238
C -2.686 -0.407 1.228
C -2.635 0.901 1.665
C -1.827 1.224 2.741
C -1.085 0.220 3.341
Br 0.067 0.664 4.766
C -1.162 -1.099 2.926
C -1.975 -1.412 1.852
C -0.698 1.027 -2.282
C -0.705 2.339 -1.821
C -0.056 3.328 -2.539
C 0.592 3.016 -3.723
C 0.592 1.712 -4.189
C -0.047 0.717 -3.471
C 1.101 0.256 0.093
O 0.396 0.934 0.791
O 2.373 0.577 -0.170
H 4.596 -0.726 1.770
H 4.536 -2.275 2.661
H 4.235 -0.743 3.515
H 3.132 -1.831 0.040
H 2.692 -3.328 0.905
H 0.248 -2.469 0.789
H 0.941 -3.099 -0.703
H 1.180 -0.933 -1.647
H -3.186 0.783 -1.905
H -3.225 1.651 1.162
H -1.753 2.241 3.093
H -0.572 -1.857 3.420
H -2.065 -2.416 1.470
H -1.198 2.570 -0.888
H -0.058 4.344 -2.175
H 1.096 3.790 -4.283
H 1.092 1.468 -5.115
H -0.057 -0.301 -3.834
H 2.629 1.357 0.348
```

Values from the calculation:
E_HOMO	-8.6	eV
multiplicity	1
strongest force on any atom	1.00	eV/A
electronic energy	-4478.18356	hartree
SMILES string	CSCC[C@@H](/N=C(/NS(=O)(=O)c1ccc(Br)cc1)c1ccccc1)C(=O)O
total charge	0
LUMO energy	0.4	eV

=====

[4]
This record from OMol25 describes C18H19CeNO4S2Se as an isolated structure at a distorted geometry. The level of theory is ωB97M-V/def2-TZVPD.

The geometry in XYZ format:
```
46
C18H19CeNO4S2Se, DFT ωB97M-V/def2-TZVPD
Ce -8.132 -4.188 15.264
O -9.250 -3.914 13.522
S -10.141 -3.948 12.105
C -9.548 -2.705 10.850
C -8.209 -2.116 10.998
C -7.892 -1.320 12.336
C -6.439 -1.689 12.696
S -5.705 -1.631 14.423
O -6.791 -2.408 15.275
C -5.983 0.001 15.019
C -6.245 0.218 16.341
C -6.524 1.534 16.792
C -6.480 2.606 15.934
C -6.136 2.418 14.580
C -5.865 1.112 14.134
C -9.560 -5.411 11.293
C -8.246 -5.763 11.058
C -7.908 -6.893 10.286
C -8.888 -7.843 10.030
C -10.231 -7.517 10.295
C -10.567 -6.254 10.785
H -10.343 -1.933 10.822
H -9.520 -3.335 9.948
H -8.014 -1.396 10.210
H -7.500 -2.931 10.826
H -8.559 -1.637 13.161
H -7.921 -0.241 12.246
H -5.766 -1.066 12.068
H -6.171 -2.746 12.460
H -6.422 -0.647 16.995
H -6.759 1.658 17.838
H -6.713 3.574 16.342
H -6.107 3.287 13.959
H -5.496 0.893 13.116
H -7.424 -5.271 11.581
H -6.850 -6.978 10.020
H -8.630 -8.815 9.634
H -11.046 -8.191 10.042
H -11.592 -5.984 10.783
Se -10.052 -2.707 16.982
C -9.040 -4.039 17.695
N -8.133 -4.752 17.812
O -6.519 -4.966 13.545
C -6.459 -6.034 14.248
O -6.794 -6.082 15.466
H -6.117 -7.024 13.768
```

Values from the calculation:
E_HOMO (alpha / beta)	-11.1 / -11.1	eV
multiplicity	2
energy above the lowest of the compared OMol25 structures with the same formula, charge and spin	22.42	kcal/mol
strongest force on any atom	6.34	eV/A
electronic energy	-4725.77106	hartree
<S²>	0.7507
total charge	+1
LUMO energy (alpha / beta)	-3.3 / -3.3	eV

=====

[5]
This record from OMol25 describes C18H19Cl3GeN3ORh as an isolated structure at a distorted geometry. The level of theory is ωB97M-V/def2-TZVPD.

The geometry in XYZ format:
```
46
C18H19Cl3GeN3ORh, DFT ωB97M-V/def2-TZVPD
Rh 0.078 0.042 0.260
C -1.769 0.172 4.389
C -0.689 0.095 5.255
C 0.595 0.014 4.744
C 0.778 0.020 3.359
N -0.282 0.129 2.547
C -1.515 0.192 3.024
C 2.089 -0.130 2.705
C 3.281 -0.263 3.420
C 4.474 -0.436 2.738
C 4.459 -0.497 1.356
C 3.236 -0.367 0.709
N 2.102 -0.177 1.363
H -2.782 0.214 4.756
H -0.851 0.090 6.325
H 1.439 -0.063 5.408
H -2.328 0.245 2.306
H 3.279 -0.242 4.498
H 5.402 -0.531 3.285
H 5.363 -0.649 0.786
H 3.192 -0.415 -0.371
O 1.478 0.448 -1.664
C 1.343 1.615 -2.470
C 0.058 1.633 -3.292
C -1.204 1.430 -2.432
C -1.321 2.443 -1.333
C -1.853 3.707 -1.581
C -1.934 4.626 -0.553
C -1.497 4.269 0.711
C -0.980 2.997 0.890
N -0.898 2.122 -0.109
H 1.456 -0.320 -2.258
H 2.202 1.669 -3.148
H 1.396 2.466 -1.787
H 0.082 0.836 -4.039
H 0.007 2.584 -3.824
H -1.195 0.425 -1.980
H -2.072 1.497 -3.090
H -2.202 3.947 -2.575
H -2.342 5.614 -0.725
H -1.567 4.947 1.545
H -0.633 2.686 1.868
Cl -0.900 -1.899 -0.517
Ge -1.744 -3.184 -2.574
Cl -0.366 -4.798 -2.792
Cl -3.710 -3.813 -2.090
```

Values from the calculation:
E_HOMO (alpha / beta)	-17.7 / -17.7	eV
multiplicity	2
energy above the lowest of the compared OMol25 structures with the same formula, charge and spin	159.24	kcal/mol
strongest force on any atom	4.85	eV/A
electronic energy	-4503.83792	hartree
<S²>	0.7769
total charge	+3
LUMO energy (alpha / beta)	-14.1 / -14.0	eV

=====

[6]
This record from OMol25 describes an isolated molecule of C18H19ClN6O2S at a distorted geometry. The level of theory is ωB97M-V/def2-TZVPD.

The geometry in XYZ format:
```
47
C18H19ClN6O2S, DFT ωB97M-V/def2-TZVPD
N 1.408 3.774 -4.115
C 2.035 3.151 -3.094
C 1.360 2.951 -1.922
C 2.029 2.346 -0.882
C 3.383 2.009 -1.059
C 4.174 1.363 0.074
C 3.833 -0.136 0.268
C 4.297 -1.048 -0.900
C 3.259 -1.322 -2.012
C 1.952 -1.843 -1.476
N 1.824 -3.059 -0.974
N 0.510 -3.243 -0.523
C -0.220 -2.174 -0.643
N -1.526 -2.200 -0.132
C -2.416 -1.130 -0.024
O -2.105 0.026 -0.317
C -3.824 -1.466 0.565
O -4.112 -2.878 0.647
C -4.080 -0.912 1.959
C -3.677 -1.564 3.125
C -3.942 -0.979 4.344
C -4.679 0.193 4.464
C -5.167 0.798 3.319
Cl -6.180 2.186 3.454
C -4.824 0.274 2.045
S 0.533 -0.823 -1.428
N 3.973 2.183 -2.264
N 3.316 2.774 -3.276
H 0.411 3.739 -4.116
H 1.923 3.868 -4.992
H 0.326 3.249 -1.799
H 1.504 2.125 0.049
H 5.225 1.507 -0.107
H 3.930 1.914 0.991
H 2.792 -0.284 0.512
H 4.387 -0.418 1.165
H 4.495 -2.025 -0.453
H 5.206 -0.655 -1.347
H 3.641 -2.093 -2.692
H 3.122 -0.401 -2.603
H -1.845 -3.102 0.242
H -4.485 -1.057 -0.187
H -4.971 -2.978 1.133
H -3.085 -2.482 3.140
H -3.542 -1.483 5.226
H -4.902 0.593 5.437
H -5.268 0.732 1.178
```

Values from the calculation:
E_HOMO	-8.6	eV
multiplicity	1
energy above the lowest of the compared OMol25 structures with the same formula, charge and spin	22.53	kcal/mol
strongest force on any atom	2.60	eV/A
electronic energy	-2034.69674	hartree
SMILES string	Nc1ccc(CCCCc2nnc(NC(=O)[C@@H](O)c3cccc(Cl)c3)s2)nn1
total charge	0
LUMO energy	0.4	eV

=====

[7]
This record from OMol25 describes C18H19ClOPTb as an isolated structure at a distorted geometry. The level of theory is ωB97M-V/def2-TZVPD.

The geometry in XYZ format:
```
41
C18H19ClOPTb, DFT ωB97M-V/def2-TZVPD
Tb 0.223 0.034 2.991
Cl 0.042 1.248 5.028
P 0.001 0.039 0.449
C -1.429 -0.717 -0.229
C -1.209 -1.516 -1.353
C -2.316 -2.099 -1.958
C -3.589 -1.943 -1.405
C -3.762 -1.201 -0.231
C -2.684 -0.573 0.384
C -0.206 1.865 0.426
C 0.596 2.725 1.211
C 0.424 4.113 1.060
C -0.563 4.631 0.216
C -1.405 3.773 -0.504
C -1.202 2.396 -0.409
C 1.612 -0.341 -0.196
C 2.639 -0.853 0.606
C 3.895 -0.994 0.005
C 4.094 -0.662 -1.340
C 3.048 -0.146 -2.105
C 1.796 0.050 -1.526
H 1.427 2.325 1.831
H 1.102 4.800 1.581
H -0.662 5.707 0.075
H -2.177 4.172 -1.173
H -1.814 1.685 -0.966
H -0.185 -1.623 -1.707
H -2.173 -2.627 -2.893
H -4.458 -2.341 -1.929
H -4.753 -1.065 0.181
H -2.802 0.022 1.301
H 2.457 -1.131 1.665
H 4.716 -1.383 0.591
H 5.064 -0.842 -1.807
H 3.173 0.086 -3.156
H 0.951 0.483 -2.060
H -0.121 -5.571 -2.331
H 0.605 -5.534 -2.296
O -0.088 -2.032 3.741
H -0.917 -2.381 4.149
H 0.653 -2.580 4.083
```

Values from the calculation:
E_HOMO (alpha / beta)	-14.9 / -14.9	eV
multiplicity	7
strongest force on any atom	1.99	eV/A
electronic energy	-2397.96481	hartree
<S²>	12.7490
total charge	+2
LUMO energy (alpha / beta)	-8.2 / -7.5	eV

=====

[8]
This record from OMol25 describes C18H19EuN3O2 as an isolated structure at a distorted geometry. The level of theory is ωB97M-V/def2-TZVPD.

The geometry in XYZ format:
```
43
C18H19EuN3O2, DFT ωB97M-V/def2-TZVPD
O 1.591 2.133 -3.208
C 0.690 2.117 -4.392
C -0.555 3.188 -4.279
C -1.981 2.480 -3.767
C -1.586 1.668 -2.380
C -1.513 0.009 -2.500
C -1.065 -0.805 -1.120
C -0.946 -2.449 -1.157
C 0.379 -2.965 -2.003
O 1.599 -2.612 -1.251
C -0.710 -0.039 0.317
N -0.278 -0.918 1.457
C 0.032 -0.135 2.701
C 0.570 -0.989 4.016
C 0.097 -0.693 5.578
C 0.721 -1.709 6.751
C 1.726 -2.891 6.225
N 2.189 -3.159 4.822
C 1.606 -2.237 3.788
C -0.143 1.481 2.786
N -0.576 2.402 1.680
C -0.826 1.577 0.449
C -1.271 2.411 -0.927
H 2.122 1.270 -3.155
H 0.296 1.020 -4.616
H 1.391 2.389 -5.317
H -0.764 3.742 -5.309
H -0.261 3.941 -3.409
H -2.255 1.687 -4.616
H -2.854 3.250 -3.640
H -1.745 -0.566 -3.515
H -1.938 -2.866 -1.670
H -0.896 -2.957 -0.102
H 0.305 -2.423 -3.064
H 0.254 -4.130 -2.182
H 1.926 -1.712 -1.591
H -0.657 0.171 5.845
H 0.478 -1.614 7.894
H 2.148 -3.623 7.069
H 1.942 -2.431 2.658
H 0.100 1.991 3.838
H -1.383 3.599 -0.943
Eu 2.043 1.397 2.240
```

Values from the calculation:
E_HOMO (alpha / beta)	-14.2 / -14.1	eV
multiplicity	8
energy above the lowest of the compared OMol25 structures with the same formula, charge and spin	342.29	kcal/mol
strongest force on any atom	7.03	eV/A
electronic energy	-1721.02002	hartree
<S²>	15.9223
total charge	+2
LUMO energy (alpha / beta)	-8.5 / -8.3	eV

=====

[9]
This record from OMol25 describes C18H19F2N4O6PPbSTe as an isolated structure. The level of theory is ωB97M-V/def2-TZVPD.

The geometry in XYZ format:
```
53
C18H19F2N4O6PPbSTe, DFT ωB97M-V/def2-TZVPD
Pb 0.493 -0.266 1.293
F -1.383 5.026 1.690
C -1.658 3.785 1.215
C -0.823 2.733 1.519
C -1.107 1.462 1.030
C -2.260 1.265 0.252
C -3.043 2.377 -0.052
F -4.132 2.272 -0.873
C -2.772 3.646 0.411
C -2.602 -0.103 -0.211
C -3.886 -0.503 -0.588
C -4.095 -1.816 -0.971
C -3.040 -2.710 -0.968
C -1.798 -2.250 -0.556
N -1.596 -0.986 -0.192
H 0.072 2.928 2.095
H -3.402 4.484 0.152
H -4.702 0.199 -0.570
H -5.089 -2.137 -1.262
H -3.162 -3.745 -1.254
H -0.943 -2.912 -0.490
C 2.599 -5.386 0.209
S 1.605 -3.921 -0.042
O 2.492 -2.807 0.275
O 1.191 -3.974 -1.443
O 0.489 -4.060 0.894
H 3.468 -5.341 -0.444
H 1.997 -6.260 -0.030
H 2.913 -5.419 1.250
N -0.841 -1.650 7.836
C -1.139 -1.128 6.842
N -1.592 -0.493 5.784
C -0.916 -0.479 4.683
N -0.409 -0.397 3.637
C 2.827 -1.011 -2.379
C 3.268 -0.113 -1.248
O 2.323 0.967 -1.140
P 2.519 2.148 -0.057
O 2.121 1.645 1.303
Te 4.657 3.168 -0.299
O 1.362 3.134 -0.548
C 1.272 3.592 -1.892
C 0.132 2.886 -2.596
H 3.601 -1.754 -2.579
H 2.667 -0.424 -3.286
H 1.921 -1.559 -2.123
H 4.255 0.326 -1.425
H 3.281 -0.669 -0.309
H 2.229 3.436 -2.400
H 1.098 4.669 -1.835
H 0.311 1.811 -2.606
H 0.041 3.236 -3.627
H -0.809 3.075 -2.077
```

Values from the calculation:
E_HOMO	-2.5	eV
multiplicity	1
energy above the lowest of the compared OMol25 structures with the same formula, charge and spin	0.37	kcal/mol
strongest force on any atom	0.49	eV/A
electronic energy	-2768.15112	hartree
total charge	-2
LUMO energy	4.1	eV

=====

[10]
This record from OMol25 describes C18H19IN2PtTe as an isolated structure at a distorted geometry. The level of theory is ωB97M-V/def2-TZVPD.

The geometry in XYZ format:
```
42
C18H19IN2PtTe, DFT ωB97M-V/def2-TZVPD
C 1.328 2.510 0.258
C 2.431 0.680 -0.721
H 1.276 2.948 -0.749
H 2.223 2.265 0.923
H 0.725 3.066 0.960
H 1.949 0.399 -1.598
H 3.383 1.367 -0.967
H 2.636 -0.054 0.014
C -2.292 1.707 -0.999
C -3.454 1.553 -1.747
C -3.625 0.441 -2.571
C -2.640 -0.532 -2.564
H -2.108 2.530 -0.360
H -4.175 2.360 -1.663
H -4.497 0.357 -3.179
H -2.746 -1.448 -3.185
N -1.321 0.701 -1.047
C -1.503 -0.401 -1.785
C -0.456 -1.429 -1.766
N 0.564 -1.208 -0.897
C 1.641 -2.089 -0.839
C 0.648 -3.482 -2.566
C 1.685 -3.187 -1.674
H 2.412 -1.887 -0.158
H 2.584 -3.817 -1.631
C -0.424 -2.571 -2.540
H -1.310 -2.765 -3.175
H 0.655 -4.339 -3.198
Pt 0.470 0.984 0.123
I -1.360 1.997 2.226
Te 0.289 -1.019 2.411
C 0.296 -0.113 4.272
C -0.985 0.224 4.788
C -1.068 1.137 5.835
C 0.089 1.643 6.429
C 1.349 1.252 5.960
C 1.475 0.384 4.870
H -1.858 -0.196 4.304
H -2.059 1.430 6.196
H 0.002 2.303 7.296
H 2.251 1.594 6.479
H 2.428 0.069 4.449
```

Values from the calculation:
E_HOMO (alpha / beta)	-14.5 / -14.6	eV
multiplicity	5
strongest force on any atom	8.87	eV/A
electronic energy	-1491.01480	hartree
<S²>	6.0479
total charge	+2
LUMO energy (alpha / beta)	-6.7 / -9.5	eV